117
Properties=species:S:1:pos:R:3:forces:R:3 method="wB97M-V/def2-TZVPD" charge=-1 homo_lumo_gap_ev=4.964 e_lumo_ev=-1.239
C 0.364983 1.285966 -0.428940 1.34 0.70 -0.23
C 0.176983 -0.000034 0.348060 -0.25 -0.35 -0.72
O 1.034983 -0.738034 0.745060 -0.61 0.86 -0.30
N -1.261017 -0.432034 0.596060 -0.92 3.34 -3.45
H -1.534017 0.227966 1.387060 -0.24 -1.76 0.39
H -2.022017 0.083966 -0.214940 2.67 -1.79 2.30
C -1.481017 -1.885034 0.600060 -3.48 -2.18 4.08
H -0.284017 1.549966 -1.232940 -1.09 -1.21 -0.85
H 1.373983 1.355966 -0.877940 -0.24 -0.40 0.64
H 0.151983 2.220966 0.083060 0.32 -0.29 1.27
H -1.348017 -2.287034 -0.381940 0.37 -0.13 -0.34
H -2.663017 -2.020034 0.867060 2.74 0.48 -0.86
H -1.002017 -2.599034 1.484060 -0.55 2.57 -2.50
N -2.399017 1.393966 2.802060 -3.98 2.61 2.98
O -3.275017 2.232966 3.283060 2.07 -0.74 -1.23
O -1.233017 1.717966 2.648060 1.68 0.15 -0.59
O -2.805017 0.265966 2.582060 0.09 -1.58 -0.80
N -4.932017 -0.489034 -0.418940 1.68 -5.98 0.72
O -5.608017 -1.069034 0.520060 0.45 2.65 -1.55
O -4.490017 -1.298034 -1.338940 -1.20 0.83 -0.03
O -4.376017 0.576966 -0.380940 -0.68 2.59 0.91
C -1.671017 1.540966 -4.182940 -6.01 3.06 -0.15
C -2.922017 0.707966 -3.659940 4.52 -0.60 -2.21
C -3.544017 -0.216034 -4.754940 -3.18 3.05 5.38
O -2.297017 -0.043034 -2.646940 -3.04 -0.58 1.80
H -2.297017 2.287966 -4.938940 2.42 -0.94 1.87
H -1.012017 1.020966 -4.723940 2.32 -2.39 -2.27
H -1.125017 1.930966 -3.317940 -0.53 0.67 -0.28
H -3.590017 1.406966 -3.253940 -1.32 0.86 0.58
H -3.910017 0.473966 -5.412940 -1.13 1.32 -2.47
H -4.389017 -0.742034 -4.264940 0.51 0.02 -0.46
H -2.851017 -0.810034 -5.088940 3.70 -3.40 -2.09
H -3.196017 -0.174034 -2.176940 1.88 -1.36 0.65
C -3.528017 4.119966 -1.076940 -0.70 -0.36 0.18
C -2.146017 3.849966 -0.423940 -3.02 2.25 1.02
C -1.924017 4.926966 0.675060 -0.55 0.51 -1.91
O -2.203017 2.582966 0.079060 -2.15 -1.23 3.91
H -3.601017 3.636966 -2.077940 -0.30 -0.32 1.02
H -3.831017 5.125966 -1.272940 0.62 1.24 -0.16
H -4.322017 3.862966 -0.315940 0.68 -0.61 -1.04
H -1.467017 3.852966 -1.190940 2.27 0.17 -1.79
H -1.867017 5.969966 0.102060 -0.64 -1.97 1.79
H -1.031017 4.786966 1.236060 1.03 -0.17 0.26
H -2.732017 4.679966 1.409060 0.23 1.22 -0.52
H -2.893017 2.672966 0.909060 2.30 -0.77 -2.82
C -4.444017 -4.490034 2.269060 -4.12 0.93 2.13
C -5.207017 -4.387034 0.949060 1.27 2.74 -0.32
C -5.387017 -5.790034 0.317060 -4.58 1.08 0.96
O -6.397017 -3.705034 1.331060 -1.26 -1.82 -0.56
H -3.568017 -4.820034 1.976060 4.95 -1.98 -0.72
H -4.949017 -5.305034 3.040060 1.17 2.44 -1.77
H -4.296017 -3.408034 2.644060 -0.52 -1.93 -0.02
H -4.596017 -3.605034 0.332060 -0.92 -1.62 0.45
H -5.691017 -6.272034 1.274060 -0.18 -0.80 -1.08
H -4.631017 -6.318034 -0.129940 2.73 -0.64 -0.53
H -6.220017 -5.951034 -0.501940 1.11 0.95 1.87
H -6.322017 -2.773034 1.156060 0.38 0.73 -0.56
C -1.240017 -0.837034 4.907060 3.58 -1.46 -0.51
C -0.693017 -2.045034 5.737060 -2.91 0.16 -1.56
C -0.885017 -3.385034 4.981060 -3.96 -0.11 2.86
O 0.636983 -2.072034 6.054060 1.91 -0.25 -4.50
H -0.622017 -0.405034 4.075060 -0.59 -1.47 -0.04
H -1.215017 0.004966 5.469060 -0.24 2.61 2.50
H -2.226017 -1.045034 4.712060 -2.21 -0.36 -1.15
H -1.217017 -1.969034 6.679060 -0.74 -0.37 0.31
H -1.906017 -3.687034 4.550060 1.31 1.00 0.64
H -0.644017 -4.138034 5.735060 0.53 -0.29 -0.68
H -0.230017 -3.176034 4.249060 2.57 -0.59 -2.92
H 0.683983 -1.892034 6.916060 0.85 1.10 5.14
C 0.874983 -3.113034 -2.407940 -0.90 4.68 -8.34
C 1.345983 -3.125034 -3.879940 -1.50 0.31 3.33
C 2.551983 -4.002034 -4.147940 0.88 -1.48 -3.08
O 3.039983 -4.259034 -5.309940 -1.98 1.56 3.85
C 3.131983 -4.739034 -2.999940 -4.30 1.94 4.51
C 2.521983 -4.724034 -1.703940 0.91 2.16 -5.89
C 1.432983 -3.781034 -1.383940 0.43 -4.31 8.26
O 0.979983 -3.762034 -0.096940 2.20 0.32 -6.69
H 0.203983 -2.325034 -2.026940 -0.28 -0.50 -1.00
H 0.882983 -2.551034 -4.864940 1.06 -1.42 3.23
H 4.041983 -5.186034 -3.066940 2.27 -1.57 -0.76
H 2.962983 -5.246034 -0.964940 1.26 -1.70 2.53
C 5.607983 -0.203034 3.186060 1.89 -3.41 3.25
C 5.660983 -0.922034 4.538060 0.51 2.60 -3.43
C 4.395983 -0.970034 5.408060 1.37 -0.07 -1.29
O 4.359983 -1.493034 6.512060 0.13 0.63 -1.06
C 3.243983 -0.369034 4.736060 -1.55 2.09 -4.28
C 3.180983 0.157966 3.356060 -5.35 -0.70 5.96
C 4.346983 0.295966 2.583060 0.34 0.95 -2.47
O 4.278983 0.833966 1.451060 0.93 -1.07 2.17
H 6.428983 -0.187034 2.361060 -0.97 -0.07 2.15
H 6.580983 -1.315034 5.118060 -1.30 0.67 -1.71
H 2.362983 -0.335034 5.367060 -0.23 -0.09 -0.35
H 2.006983 0.607966 2.984060 4.13 -1.49 1.00
C 1.142983 5.182966 -5.226940 -0.31 -1.63 -2.70
C 1.629983 3.868966 -5.077940 -0.12 1.95 -3.39
C 1.884983 3.241966 -3.752940 -0.26 -0.76 0.84
O 2.155983 2.071966 -3.475940 -0.41 1.62 -1.32
C 1.668983 4.193966 -2.654940 -1.78 6.71 -1.63
C 1.255983 5.645966 -2.845940 2.59 -8.52 2.04
C 0.813983 6.131966 -4.078940 -0.50 -0.15 -2.44
O 0.162983 7.145966 -4.237940 0.30 -0.13 -0.11
H 0.806983 5.595966 -6.376940 1.23 -1.22 3.56
H 1.902983 3.323966 -6.097940 -0.78 0.85 2.58
H 1.728983 3.925966 -1.637940 0.37 -0.72 0.92
H 1.151983 5.995966 -1.884940 -0.57 1.97 1.58
C 7.495983 0.375966 -0.378940 -4.09 -0.17 -0.74
C 6.123983 0.108966 -0.937940 6.51 3.98 2.03
C 5.360983 1.356966 -1.350940 -3.26 -3.49 0.56
O 4.185983 1.172966 -1.776940 3.44 1.34 0.80
C 5.955983 2.653966 -1.067940 2.43 1.57 -0.25
C 7.203983 2.825966 -0.489940 -4.23 0.74 -1.32
C 7.994983 1.822966 0.055060 1.91 -4.12 -0.25
O 9.063983 2.087966 0.635060 -2.20 -1.15 -0.87
H 8.192983 -0.421034 -0.140940 -0.27 -0.16 0.05
H 5.746983 -0.862034 -1.107940 -0.34 -0.79 -0.24
H 5.432983 3.485966 -1.559940 0.20 -0.19 0.60
H 7.731983 3.699966 -0.295940 -0.03 2.35 -0.24


107
Properties=species:S:1:pos:R:3:forces:R:3 method="wB97M-V/def2-TZVPD" charge=-1 homo_lumo_gap_ev=5.044 e_lumo_ev=2.348
Cd -0.073341 -0.317179 -0.006680 -1.97 -0.36 -1.68
C -5.331837 1.671455 -0.655969 0.13 -0.04 0.05
C -3.946856 1.446737 -1.171288 0.04 0.06 -0.11
C -3.482159 1.710308 -2.438232 0.04 0.00 0.05
C -2.122402 1.350452 -2.422115 -0.10 0.00 -0.12
N -1.795375 0.896485 -1.220335 0.10 -0.10 0.26
N -2.915322 0.953285 -0.451065 -0.35 0.22 -0.03
B -2.972705 0.591883 1.049287 0.72 -0.01 0.08
N -1.920441 1.459267 1.853427 -0.28 -0.43 0.19
N -0.585725 1.481810 1.606133 0.02 1.49 0.69
C -0.004040 2.295330 2.551433 0.49 0.53 -0.53
C -1.027199 2.767234 3.384116 0.01 -0.05 0.27
C -2.206390 2.219303 2.927326 -0.03 0.25 0.02
C -3.589485 2.488254 3.427834 0.03 -0.13 0.00
C 1.510975 2.939736 2.634457 -0.66 -0.71 -1.20
C 2.253759 2.553300 3.917534 -0.19 0.60 0.17
C 2.381710 2.604336 1.317491 -1.64 -1.87 0.77
C 1.325444 4.462779 2.692721 -0.17 0.03 -0.49
N -2.809299 -0.946058 1.288450 0.00 0.36 0.19
N -1.610287 -1.604390 1.294509 -0.15 0.25 0.05
C -1.849957 -2.856676 1.661355 -0.39 -0.12 -0.04
C -3.231429 -3.018597 1.889980 0.03 0.02 -0.04
C -3.798971 -1.792092 1.645692 -0.01 -0.07 0.13
C -5.239581 -1.415256 1.766823 0.10 0.06 -0.03
C -0.840039 -3.968155 1.825262 0.18 0.03 -0.09
C 0.560444 -3.511557 1.446638 -0.22 0.06 -0.13
C -0.833823 -4.403441 3.298149 -0.09 0.07 -0.02
C -1.266639 -5.151651 0.946028 -0.05 0.05 0.05
C -1.196282 1.461535 -3.610140 0.03 -0.03 -0.02
C -1.131370 2.933814 -4.039323 -0.03 -0.02 0.02
C -1.787365 0.622803 -4.753174 0.00 0.02 0.04
C 0.207596 0.960817 -3.302365 -0.12 -0.01 0.10
H -5.940248 2.082653 -1.460055 -0.02 0.01 0.01
H -5.337854 2.369666 0.181548 -0.04 0.00 0.00
H -5.790440 0.743282 -0.317204 -0.03 0.02 0.01
H -4.052078 2.118870 -3.256078 0.01 -0.01 -0.02
H -4.053057 0.899309 1.444903 -0.01 -0.03 0.01
H -0.927014 3.444539 4.216623 -0.01 0.00 0.00
H -3.541285 3.235003 4.219111 -0.01 -0.02 0.02
H -4.064344 1.589527 3.825057 0.00 0.00 0.01
H -4.225715 2.871798 2.629606 -0.02 0.01 0.02
H 2.483043 1.502513 4.003411 0.05 0.01 0.12
H 1.666325 2.850879 4.791890 0.03 0.03 0.02
H 3.200199 3.101166 3.937444 -0.02 0.03 0.03
H 1.383156 1.001180 2.360854 -1.00 1.16 0.14
H 3.216834 3.299411 1.255302 0.06 -0.04 0.02
H 1.672636 2.770076 0.490191 0.21 0.59 -0.14
H 0.920523 4.794877 3.649960 -0.03 -0.05 0.00
H 0.654093 4.798132 1.899497 0.02 0.06 0.01
H 2.291982 4.947673 2.540258 0.01 0.02 0.09
H -3.747109 -3.914334 2.194118 0.00 0.01 0.01
H -5.807101 -2.286377 2.090231 -0.01 0.00 0.00
H -5.645396 -1.075509 0.813781 -0.03 -0.01 0.01
H -5.381008 -0.615179 2.494526 -0.04 0.00 -0.01
H 0.820412 -2.580072 1.950896 0.20 -0.09 0.05
H 0.648023 -3.348630 0.371482 0.00 -0.03 0.01
H 1.298383 -4.263250 1.735052 0.02 0.03 0.04
H -0.455648 -3.595217 3.926866 0.00 -0.01 0.02
H -0.186541 -5.274213 3.424499 0.03 0.02 0.00
H -1.837299 -4.667277 3.640241 0.01 -0.02 0.02
H -1.303224 -4.851635 -0.102435 0.03 -0.03 0.00
H -2.252721 -5.523784 1.235251 0.00 -0.04 -0.02
H -0.548887 -5.968873 1.050986 0.02 0.01 -0.01
H -2.123532 3.312917 -4.291999 0.01 0.03 0.01
H -0.490053 3.041808 -4.917397 0.01 -0.01 0.00
H -0.724587 3.549699 -3.235052 0.01 0.01 -0.01
H -2.762610 1.008138 -5.057778 0.00 -0.02 -0.02
H -1.912015 -0.413670 -4.434356 0.03 -0.01 -0.02
H -1.122483 0.642066 -5.620226 0.00 0.01 0.00
H 0.614180 1.434683 -2.407407 0.08 0.05 -0.05
H 0.865388 1.178636 -4.147029 0.01 0.02 0.01
H 0.204616 -0.115609 -3.138349 0.03 0.00 0.00
C 4.167779 -0.878829 -4.303628 0.09 0.11 0.01
C 4.073885 0.427914 -3.507408 -0.06 -0.31 0.11
C 4.507365 0.420573 -2.048335 -0.04 0.12 -0.07
C 5.835699 0.772583 -1.760300 0.05 -0.10 -0.15
C 6.260564 1.066729 -0.484658 -0.01 0.17 0.20
C 5.328111 1.174907 0.549719 0.14 -0.02 -0.17
C 4.009365 0.846471 0.327479 -2.19 -1.22 -1.79
C 2.852896 1.106594 1.200248 3.63 4.52 -1.03
C 2.862838 -1.322985 2.032557 -0.67 -1.03 0.03
C 3.617066 0.309406 -0.978511 0.15 -0.33 0.32
N 2.286994 -0.306428 -1.185728 1.31 0.92 0.03
C 2.265008 -1.466894 -1.735366 -0.20 -0.05 0.00
C 1.052831 -2.234029 -2.005479 -0.02 0.22 0.13
C 0.919789 -3.337276 -2.847207 0.02 0.00 -0.08
C -0.444021 -3.670844 -2.854984 0.05 -0.03 0.01
C -1.070583 -2.766554 -1.998164 -0.03 -0.05 0.02
N -0.182160 -1.904482 -1.482555 0.92 0.10 -0.53
H 4.050349 -0.676201 -5.370781 0.02 -0.01 0.00
H 3.387341 -1.580427 -4.020379 0.01 -0.04 -0.04
H 5.137617 -1.358590 -4.154665 -0.01 -0.02 0.00
H 3.046278 0.792544 -3.546718 0.00 0.02 -0.06
H 4.700519 1.170663 -4.007707 -0.05 0.04 0.00
H 6.543605 0.830568 -2.582010 -0.02 -0.02 -0.02
H 7.306211 1.281463 -0.295884 -0.01 0.06 -0.03
H 5.623988 1.523037 1.532222 -0.04 0.00 0.02
H 0.883040 0.395545 1.324906 -2.08 1.93 -0.54
H 2.352612 0.303798 3.162905 0.33 -0.41 0.73
H 1.648922 -0.354332 0.659642 0.64 -2.30 -2.25
H 0.967601 -0.595335 2.628617 -0.07 -0.73 -0.54
H 3.711239 -1.977506 2.090289 0.69 0.67 -0.79
H 3.204276 -1.942183 -2.021254 -0.02 -0.10 0.06
H 1.708679 -3.808014 -3.415865 0.03 -0.02 0.05
H -0.916345 -4.473638 -3.400032 -0.01 0.01 0.00
H -2.115697 -2.714874 -1.723373 0.01 0.01 0.04
Cl 2.037157 -0.034151 1.880241 2.39 -3.97 7.32


| no. | electronic energy (Eh) |
| --- | --- |
| 1 | -3112.5683 |
| 2 | -2610.3515 |